No. 1
A structure of composition C4H4N2O2 in a non-equilibrium geometry, computed with wB97M-V/def2-TZVPD.

XYZ file:
```
12
Properties=species:S:1:pos:R:3:forces:R:3
C -2.00060 -0.01924 -0.25030 -3.496 -1.867 1.006
C -0.01043 0.81881 0.00141 3.878 -0.512 0.449
C 1.40029 1.10247 0.03948 -3.244 -1.155 -1.008
C 0.07256 -0.59467 -0.00143 -0.949 -2.934 1.441
H -3.28128 -0.23675 0.19755 4.505 1.179 -0.957
H -2.12214 -0.05655 -1.41810 0.889 -0.185 2.259
H 2.06847 1.90651 0.17090 0.002 1.122 -0.125
H 3.14127 -0.05394 1.43395 -1.455 -0.026 -2.505
N 2.04341 -0.11438 -0.34347 1.533 -0.418 3.758
N 1.22483 -1.21266 -0.10473 -0.307 2.109 -0.870
O -1.31656 1.21051 0.16289 -0.577 -1.229 -0.451
O -1.11531 -1.22480 0.33938 -0.780 3.917 -2.997
```
Positions in Å, forces in eV/Å.

## Properties
**HOMO**: -0.3300 Eh
**Relative energy (zero: lowest compared OMol25 entry of this formula, charge and spin)**: 9.7560 eV

Atomic partial charges in e from the Mulliken method, atoms 1 to 6:
1. C -0.09
2. C 0.66
3. C -0.77
4. C 0.51
5. H 0.25
6. H 0.26

=====

No. 2
A structure of composition C39H57CuO7SSe, computed with wB97M-V/def2-TZVPD.

XYZ file:
```
106
Properties=species:S:1:pos:R:3:forces:R:3
Cu -0.33745 0.78222 -1.82305 -0.137 0.056 0.156
C 3.45061 -4.01739 2.43243 0.005 -0.015 -0.004
C 2.18309 -3.47250 3.10545 -0.008 0.012 -0.008
C 1.45147 -4.64403 3.76050 -0.002 -0.021 0.016
C 2.59049 -2.48761 4.21165 -0.014 0.010 0.003
C 1.31522 -2.75478 2.07244 -0.030 0.016 0.003
C 1.81648 -1.65772 1.38866 -0.018 -0.010 -0.008
C 1.04693 -0.97084 0.46565 0.006 -0.002 -0.045
Se 1.81033 0.56126 -0.39101 0.118 -0.004 -0.007
C 1.05798 1.89137 0.77663 0.029 -0.037 0.006
C 1.75780 2.23643 1.91422 -0.031 0.023 -0.011
C 1.23960 3.15020 2.82645 -0.001 -0.008 -0.014
C -0.01547 3.66795 2.53446 -0.001 0.009 0.038
C -0.76818 3.33898 1.40641 -0.017 0.058 0.076
C -0.21134 2.44010 0.46725 -0.037 -0.082 -0.163
O -0.83088 2.14453 -0.64954 0.026 0.079 0.274
C -2.16304 3.98479 1.29315 0.031 -0.023 -0.017
C -2.00881 5.51332 1.23953 0.039 0.019 -0.001
C -2.99143 3.60639 2.53240 -0.014 -0.010 0.015
C -2.99125 3.56346 0.07338 -0.018 0.007 -0.032
C 2.03588 3.51041 4.07913 0.008 -0.018 -0.009
C 1.30342 4.52223 4.95951 -0.009 0.012 0.022
C 3.38727 4.11651 3.67551 0.006 0.005 0.002
C 2.28406 2.24219 4.90983 -0.010 0.009 0.007
C -0.28312 -1.34122 0.15250 -0.033 -0.008 0.094
O -1.02079 -0.69546 -0.70000 0.089 0.074 -0.238
C -0.80505 -2.46943 0.85605 0.021 -0.033 -0.028
C 0.00165 -3.12565 1.77647 0.015 0.000 -0.011
C -2.24372 -2.92540 0.58825 0.013 0.015 0.013
C -2.39068 -3.35734 -0.87722 0.018 0.010 0.009
C -2.64842 -4.11705 1.45988 -0.012 0.004 0.035
C -3.22220 -1.77981 0.89066 -0.010 0.054 0.016
H 4.08617 -4.52865 3.16258 -0.007 0.008 -0.008
H 4.03386 -3.21459 1.97872 -0.008 -0.009 0.003
H 3.18967 -4.72565 1.64316 0.005 0.006 0.009
H 2.10576 -5.11432 4.49934 -0.011 -0.006 -0.008
H 1.17140 -5.40363 3.02701 0.000 0.016 0.007
H 0.54570 -4.31484 4.27467 0.017 -0.003 -0.002
H 3.20616 -2.98716 4.96643 -0.002 0.006 -0.012
H 1.70541 -2.07589 4.70163 0.012 -0.008 -0.001
H 3.16336 -1.65183 3.80591 -0.011 -0.011 0.006
H 2.82634 -1.30658 1.57264 -0.003 -0.004 -0.003
H 2.71938 1.76455 2.08467 -0.001 0.021 0.007
H -0.45208 4.37128 3.23199 -0.004 -0.004 -0.006
H -1.56867 5.91287 2.15583 0.005 -0.014 -0.021
H -2.98483 5.98668 1.09842 0.007 -0.002 0.019
H -1.36396 5.80190 0.40600 -0.026 0.000 -0.003
H -2.49899 3.88834 3.46416 -0.007 0.016 -0.015
H -3.16072 2.52776 2.55571 0.008 0.013 0.005
H -3.96430 4.10599 2.49875 0.004 -0.013 -0.003
H -2.50637 3.81599 -0.86781 -0.037 0.023 0.040
H -3.95208 4.08635 0.12262 -0.011 -0.012 0.007
H -3.17739 2.49043 0.06250 0.021 0.023 -0.006
H 1.10966 5.45518 4.42486 0.007 -0.016 0.006
H 1.91753 4.75661 5.83276 -0.013 0.001 -0.003
H 0.34977 4.12680 5.31673 0.012 0.007 -0.008
H 3.24011 5.02597 3.08869 0.000 -0.009 0.008
H 3.96784 3.41884 3.07010 -0.005 0.010 0.003
H 3.97645 4.36757 4.56283 -0.005 -0.003 -0.008
H 1.33678 1.78237 5.19871 0.007 0.006 0.001
H 2.84616 2.48092 5.81778 0.002 -0.001 -0.007
H 2.85195 1.50144 4.34481 -0.009 0.007 0.003
H -0.41593 -3.97450 2.29714 -0.011 -0.006 0.002
H -1.77000 -4.23675 -1.07288 -0.013 0.022 -0.013
H -2.08514 -2.55692 -1.54683 -0.001 0.009 -0.028
H -3.43218 -3.61768 -1.09503 0.020 -0.011 0.012
H -2.03922 -5.00080 1.25330 0.006 0.017 0.008
H -3.68959 -4.37242 1.24682 0.014 -0.011 -0.008
H -2.57337 -3.88682 2.52569 -0.014 0.000 -0.008
H -3.03065 -0.92340 0.24610 -0.006 -0.055 0.043
H -3.11821 -1.45961 1.93103 -0.016 -0.007 -0.001
H -4.25113 -2.12053 0.73832 -0.002 0.006 -0.002
C 3.38050 0.59172 -3.82660 0.251 0.006 0.032
O 2.26624 1.39658 -3.52241 -0.011 0.076 -0.034
C 2.03207 2.44793 -4.42525 0.127 -0.110 0.035
C 0.54235 2.63405 -4.55063 -0.187 0.185 -0.128
O -0.11775 2.82261 -3.31250 -0.099 -0.147 0.227
C 0.20632 4.03238 -2.65441 0.066 0.008 -0.065
H 3.32877 0.23646 -4.86123 -0.005 -0.014 0.046
H 3.34209 -0.27134 -3.16500 0.025 0.083 -0.047
H 4.32153 1.13478 -3.66885 0.010 0.066 -0.024
H 2.41163 2.22066 -5.43000 0.037 -0.092 0.049
H 2.53326 3.36372 -4.08052 0.027 -0.006 -0.014
H 0.10784 1.73734 -4.98298 0.023 0.021 -0.011
H 0.35258 3.49052 -5.21506 -0.076 0.022 0.047
H 0.03810 4.88460 -3.32409 0.016 0.001 -0.016
H 1.24653 4.04148 -2.31487 0.013 -0.003 0.007
H -0.43860 4.10718 -1.78483 -0.006 -0.013 -0.026
C -3.38252 -5.58210 -5.61485 0.007 0.027 -0.001
C -2.44816 -4.44962 -5.27505 -0.009 -0.027 -0.021
C -2.44099 -3.27484 -6.02227 -0.015 0.008 -0.003
C -1.56777 -2.24092 -5.71996 0.022 -0.026 0.056
C -0.69276 -2.37859 -4.65256 0.006 -0.089 -0.067
C -0.68055 -3.54163 -3.89933 -0.015 0.018 -0.011
C -1.55808 -4.56711 -4.21232 -0.011 -0.022 -0.007
S 0.40870 -1.05817 -4.22970 -0.094 0.369 0.398
O 0.86026 -0.47638 -5.47427 -0.036 -0.111 -0.173
O 1.41622 -1.60991 -3.35853 0.015 -0.209 -0.008
O -0.48797 -0.10338 -3.49877 -0.044 -0.262 -0.473
H -4.11870 -5.27632 -6.35854 0.004 0.000 0.007
H -3.91794 -5.92999 -4.72975 0.007 0.011 -0.001
H -2.83243 -6.43485 -6.01969 -0.002 0.009 0.003
H -3.13012 -3.16903 -6.85286 0.006 0.000 -0.001
H -1.55393 -1.33058 -6.30520 -0.002 -0.008 0.002
H 0.01328 -3.62503 -3.07416 0.002 0.004 0.023
H -1.55509 -5.47361 -3.61641 0.001 0.011 -0.003
```
Positions in Å, forces in eV/Å.

## Properties
**HOMO (alpha / beta)**: -0.1660 / -0.1644 Eh
**Total charge**: -1
**Multiplicity**: 2
**Relative energy (zero: lowest compared OMol25 entry of this formula, charge and spin)**: 0.3385 eV

Atomic partial charges in e from the Mulliken method, atoms 1 to 6:
1. Cu 2.24
2. C -1.75
3. C 2.26
4. C -2.23
5. C -1.70
6. C -0.80

=====

No. 3
A cluster of 2 separate species, Cl2O2S in total in a non-equilibrium geometry, computed with wB97M-V/def2-TZVPD.

XYZ file:
```
5
Properties=species:S:1:pos:R:3:forces:R:3
O -0.19992 -1.26555 -0.52536 -0.475 -0.945 -0.023
O 0.85096 1.30855 -0.43767 -0.666 -1.776 0.044
S -1.17930 -0.22032 -0.32851 1.170 1.530 0.203
Cl 1.75407 -0.01970 -0.36427 0.236 1.343 -0.150
Cl -1.22581 0.19702 1.65580 -0.265 -0.152 -0.075
```
Positions in Å, forces in eV/Å.

## Properties
**HOMO (alpha / beta)**: -0.3590 / -0.3590 Eh
**Relative energy (zero: lowest compared OMol25 entry of this formula, charge and spin)**: 3.0949 eV

Now the Mulliken charges, all in e:
1. O -0.33
2. O -0.41
3. S 0.59
4. Cl 0.20
5. Cl -0.05

=====

Question: Look up the relative energy (zero: lowest compared OMol25 entry of this formula, charge and spin) of the second one.
Answer: 0.3385 eV

=====

Question: Among the records above, which one has the highest relative energy (zero: lowest compared OMol25 entry of this formula, charge and spin)?
Answer: C4H4N2O2